The following is a quantum chemistry calculation of C11H25CoN10OSi2 as an isolated structure, from the OMol25 dataset.

```
50
Properties=species:S:1:pos:R:3:forces:R:3
N 0.442 0.050 -3.342 0.35 0.01 -0.12
H 1.627 0.435 4.393 0.00 0.04 -0.12
Co 0.879 -0.488 -0.421 -0.23 -0.24 -0.25
H -1.320 3.717 -1.765 0.11 -0.04 0.04
H 4.563 0.051 -2.719 0.07 -0.02 -0.05
N 1.114 0.213 -4.430 0.16 -0.10 0.26
H 0.124 2.707 -1.958 -0.10 0.07 0.09
N 3.716 -0.008 -2.180 -0.13 -0.01 0.06
H -0.766 -1.502 -3.142 0.06 0.16 -0.05
N 2.438 0.222 -4.176 -0.21 0.09 -0.22
H -1.955 3.388 1.801 -0.05 -0.05 -0.08
H -3.151 3.361 0.495 0.05 -0.03 0.04
H 0.999 -2.071 1.792 -0.02 -0.03 0.12
N 4.588 -1.293 0.911 -0.42 0.13 -0.35
N 2.776 -0.775 -0.111 -0.34 -0.17 0.33
C -2.349 0.731 -1.143 -0.02 -0.22 0.00
H -3.231 1.271 -1.501 0.04 -0.05 -0.01
C 2.532 0.060 -2.869 0.02 0.05 -0.05
C -2.471 2.739 1.086 -0.01 -0.01 0.23
C 3.819 -0.529 -0.910 0.10 0.00 0.14
C -1.445 0.625 3.431 -0.20 0.06 -0.04
H -2.652 -4.153 -1.601 0.00 0.04 0.05
H -1.790 0.381 -2.016 -0.07 0.03 0.05
H 0.960 1.688 0.758 0.01 -0.02 -0.02
Si 0.093 0.167 2.474 0.22 -0.13 0.09
H -1.670 -4.115 -0.112 0.01 0.00 0.01
Si -1.309 1.887 -0.108 -0.04 0.10 -0.30
C 0.165 -1.704 2.398 -0.08 -0.11 -0.21
C -2.191 -3.512 -0.850 -0.02 -0.01 -0.08
H -2.070 -2.659 -3.289 -0.01 0.01 0.01
H 2.508 0.444 2.854 -0.08 0.04 0.08
H -2.974 -2.947 -0.339 0.03 -0.02 -0.01
N 4.949 -0.833 -0.318 0.17 -0.09 0.26
H 0.041 3.900 -0.644 -0.07 -0.08 -0.08
N -1.351 -2.233 -2.732 0.03 0.04 -0.09
C 0.106 0.996 0.757 0.05 0.17 0.17
H -2.354 0.238 2.956 0.09 0.04 0.09
H -1.369 0.177 4.428 0.00 0.02 -0.08
H -2.697 -0.136 -0.569 0.02 0.09 -0.06
C -1.231 -2.531 -1.455 0.24 -0.10 0.20
H 1.621 1.895 3.384 0.01 -0.15 0.02
H -0.763 -2.138 2.012 0.09 0.04 0.06
H -3.072 2.021 1.650 0.04 0.13 -0.07
C 1.603 0.798 3.359 0.12 0.13 0.04
N 1.326 -0.037 -2.309 -0.35 -0.09 0.36
C -0.542 3.172 -1.220 0.10 0.07 -0.10
O -0.348 -2.027 -0.722 -0.20 0.12 0.05
H -1.555 1.706 3.551 0.01 -0.13 0.02
H 0.327 -2.078 3.414 -0.01 0.04 -0.06
N 3.310 -1.271 1.047 0.48 0.15 -0.38
```
Forces are in eV/Å.

## Properties
highest occupied orbital energy (spin up / spin down) = -8.5 / -8.5 eV
spin multiplicity = 5
<S²> = 6.0104

---

The following is a quantum chemistry calculation of C11H25GaN5O8 as an isolated structure in a non-equilibrium geometry, from the OMol25 dataset.

```
50
Properties=species:S:1:pos:R:3:forces:R:3
H 2.885 2.872 -1.883 -0.38 0.12 0.10
H 1.502 -2.093 -0.258 0.13 0.38 -0.86
C 0.086 -1.632 2.341 2.20 2.89 -0.24
N -1.930 2.515 3.411 0.26 0.34 0.79
N -0.948 0.917 -1.441 -2.44 -1.44 -0.40
C 1.881 3.317 -1.778 0.17 0.57 -0.65
H -0.900 -2.345 -3.083 -0.43 -0.09 -0.69
N 1.064 1.621 -0.215 1.22 1.27 1.92
O 1.737 -0.004 2.457 -0.44 0.47 -0.69
O -2.123 0.613 -1.760 1.83 0.69 -0.05
H 0.960 -1.369 4.239 0.10 -0.09 0.11
C 0.901 2.296 -1.370 -0.05 -0.14 -0.17
H -2.161 -1.633 -1.252 -0.18 -0.38 0.59
H 1.890 -0.338 -4.080 -0.49 0.12 -0.66
N 0.690 -0.574 1.798 -0.82 -2.31 2.54
O -2.965 -0.112 1.645 0.10 0.67 0.04
O -1.186 1.249 1.227 -1.15 -0.24 0.34
C -0.938 -2.210 1.527 -1.75 0.72 -3.25
H 2.513 -0.640 -0.428 -0.33 -0.18 -0.35
N -1.100 -1.674 0.311 -1.06 -1.68 2.63
H -0.535 -2.349 4.256 0.09 0.12 -0.13
H -1.276 -4.000 2.615 -0.12 -0.03 -0.19
H -1.025 2.697 2.917 -0.76 -0.28 0.19
Ga 0.010 -0.046 0.027 0.99 -0.77 -0.79
O -1.520 -2.177 -3.823 0.72 0.12 0.85
C -0.750 2.407 -3.372 0.15 0.56 -0.29
H -0.937 -1.750 -4.469 -0.06 0.07 -0.04
H -2.364 -3.701 1.214 -0.15 -0.25 0.12
H 1.943 0.794 1.854 -0.01 -0.66 0.63
H -3.106 2.964 1.704 -0.10 0.14 0.29
O 1.155 -0.129 -4.700 0.13 0.04 1.29
C -0.254 1.891 -2.084 0.79 0.32 -0.42
O 1.955 1.954 0.646 -1.05 -0.18 -1.83
H 1.528 -1.137 -1.885 0.24 -0.39 0.80
C -1.845 -3.254 2.052 0.29 -0.37 -0.01
C -2.991 2.150 2.419 0.13 -0.49 -0.43
H -2.579 -2.831 2.743 0.02 0.19 -0.15
H -0.831 1.590 -4.106 0.03 0.25 0.31
H -1.739 2.867 -3.230 0.20 -0.15 -0.09
C -2.380 0.956 1.680 0.71 -0.65 -0.44
H -1.775 1.736 4.084 -0.07 0.57 -0.57
C 1.572 -1.108 -0.773 -0.17 0.19 -0.06
H -0.045 3.159 -3.749 -0.41 -0.27 -0.06
H 0.956 -3.056 3.669 0.07 0.11 0.05
H 1.578 3.732 -2.751 0.34 -0.04 0.46
H -3.927 1.887 2.920 0.35 0.17 -0.02
O -2.153 -2.181 -0.429 0.89 0.69 -0.18
H 1.954 4.132 -1.039 -0.04 -0.33 -0.20
C 0.386 -2.123 3.710 0.07 -0.23 -0.02
H -2.214 3.336 3.959 0.27 -0.12 -0.10
```
Forces are in eV/Å.

## Properties
highest occupied orbital energy (spin up / spin down) = -10.0 / -10.1 eV
charge = +1

---

The following is a quantum chemistry calculation of C11H25HfINO2P2 as an isolated structure in a non-equilibrium geometry, from the OMol25 dataset.

```
43
Properties=species:S:1:pos:R:3:forces:R:3
H -2.878 2.016 -0.167 -0.50 -0.26 0.41
H -1.162 3.532 -1.083 -0.14 -0.33 0.07
H 3.121 -1.264 -1.024 -0.68 0.33 -0.11
C -1.361 -1.511 -2.468 -0.11 -0.12 -0.34
H 4.756 0.637 1.018 -0.31 0.18 -0.03
H 2.701 -2.609 1.163 0.11 0.13 0.03
H -2.907 -1.995 -0.111 0.24 -0.06 -0.05
O -1.363 2.603 -0.871 1.51 0.45 -0.45
H -0.564 2.292 -0.404 -0.50 0.33 0.03
I 0.055 0.320 4.525 -0.04 -0.43 -0.50
C -3.715 -0.833 2.243 0.10 -0.21 0.30
H 1.323 2.616 -1.817 -1.71 -0.59 0.62
O 2.100 3.118 -1.953 1.21 0.04 -0.55
H 1.960 -1.382 -3.199 -0.69 0.07 0.13
H 0.160 1.684 2.000 0.32 2.01 -0.66
P -2.585 0.032 1.119 -1.03 0.15 -0.34
C 1.009 -0.803 -1.371 0.19 -0.05 -0.08
H -3.390 -0.610 -1.045 0.22 -0.07 -0.06
H -0.245 -2.004 -4.275 -0.23 0.06 0.19
C -2.588 -0.989 -0.401 -0.31 0.00 0.20
H -4.470 1.274 0.181 0.08 -0.19 0.25
N -0.119 -0.641 -0.612 0.45 -0.46 -0.31
C -1.292 -1.047 -1.159 0.05 0.25 -0.61
H -3.580 2.201 1.438 -0.08 -0.14 -0.08
C 3.296 -1.767 1.530 0.02 -0.30 0.28
H 2.401 2.683 -2.762 0.46 0.48 -0.12
H -4.761 -0.733 1.937 0.22 0.05 -0.03
H -3.444 -1.891 2.278 -0.01 0.08 0.08
C 0.992 -1.270 -2.689 0.04 -0.07 0.57
H 4.306 -1.796 1.109 -0.14 -0.06 0.00
H 2.772 0.422 -1.336 -0.21 -0.10 0.35
H -3.580 -0.419 3.247 -0.13 -0.06 -0.13
H 3.535 1.867 0.483 0.12 -0.13 0.25
H 3.723 1.477 2.222 0.11 -0.02 -0.30
Hf -0.012 -0.080 1.761 -0.58 1.73 0.87
H 3.362 -1.866 2.615 -0.01 0.10 -0.05
C 2.377 -0.464 -0.813 0.54 0.04 0.52
C -3.485 1.510 0.594 0.09 0.43 0.04
P 2.489 -0.217 1.055 1.03 -0.13 -1.49
C -0.224 -1.632 -3.253 0.37 0.17 0.19
H -2.337 -1.771 -2.875 0.23 -0.01 0.13
H -0.142 -1.757 1.969 -0.19 -3.44 0.46
C 3.763 1.070 1.203 -0.12 0.15 0.32
```
Forces are in eV/Å.

## Properties
highest occupied orbital energy = -10.6 eV
charge = +1

---

The following is a quantum chemistry calculation of C11H25N2O5P2Re as an isolated structure in a non-equilibrium geometry, from the OMol25 dataset.

```
46
Properties=species:S:1:pos:R:3:forces:R:3
O -3.100 0.961 -3.973 1.36 0.89 0.76
C 2.353 -1.503 -1.338 -0.32 -0.44 -0.49
H -2.113 -2.924 -0.156 0.24 -0.03 0.19
H -2.194 -0.317 3.031 -0.34 -0.24 -0.18
H 3.024 -0.137 -2.820 0.57 0.09 0.52
C 2.223 -3.759 0.056 0.13 -1.31 0.32
C 1.069 2.352 -2.456 0.13 -0.07 -0.66
H 1.002 -2.450 2.389 0.08 -0.07 0.05
C 3.030 -3.843 -1.075 -0.64 0.63 0.36
H 0.899 0.908 1.469 0.05 -0.31 -0.40
N 1.408 -1.607 -0.379 0.30 1.62 1.18
H -2.827 1.841 -3.617 -0.80 -0.66 -0.46
H 3.668 2.289 -1.220 0.24 0.11 0.09
H -1.603 -1.919 3.619 -0.13 0.24 0.28
C 2.979 2.028 -0.415 0.36 0.10 -0.03
O -0.944 2.428 2.969 -2.77 -0.91 -0.74
H 1.096 -0.647 -5.563 0.35 -0.69 -0.44
H -2.266 0.486 -3.811 -0.56 -0.23 -0.26
H -0.658 -1.332 -0.533 -1.07 2.10 -1.61
C 1.361 -2.695 0.330 -0.05 -0.88 0.40
C 0.417 -2.718 1.502 0.31 -0.20 0.60
Re -0.117 0.342 0.232 0.22 -2.17 -1.09
H 2.218 -4.567 0.751 -0.06 -0.55 0.41
O -1.274 1.579 0.308 -0.20 0.66 -0.47
N -2.098 2.316 2.540 1.64 3.40 0.59
C 2.972 -2.680 -1.818 1.20 0.48 -0.51
H -0.568 -0.441 3.492 0.29 -0.18 0.20
O 1.151 -1.595 -5.810 -1.09 0.86 0.85
H 0.885 3.318 -1.978 0.02 -0.26 0.36
C 2.634 -0.212 -1.799 -1.23 -0.38 -2.35
C -1.367 -1.024 3.042 -0.18 -0.05 1.77
H -1.509 -0.837 -0.407 1.17 0.06 -1.38
H -3.214 -1.901 0.712 0.08 -0.05 0.29
P -0.902 -1.445 1.426 -0.59 -1.65 1.11
H -2.446 -3.307 1.547 -0.15 0.16 -0.04
H 2.734 2.925 0.149 -0.35 -0.05 -0.08
H -0.020 -3.706 1.701 0.17 0.20 -0.16
H 3.478 1.325 0.251 0.03 0.05 0.05
H 3.535 -2.569 -2.721 0.39 -0.02 -0.40
H 0.132 2.054 -2.935 0.30 -0.08 -0.05
H 1.859 2.542 -3.186 -0.12 -0.12 -0.19
C -2.300 -2.492 0.832 -0.01 0.17 -0.03
P 1.617 1.140 -1.222 0.13 1.23 1.22
H 3.673 -4.720 -1.320 -0.80 0.90 0.18
O -2.841 3.194 2.160 0.96 -2.21 0.65
H 0.244 -1.878 -5.569 0.74 -0.16 -0.39
```
Forces are in eV/Å.

## Properties
highest occupied orbital energy (spin up / spin down) = -10.3 / -11.8 eV
spin multiplicity = 4
charge = +1
<S²> = 3.7976

---

The following is a quantum chemistry calculation of C11H25N2O5P2Yb as an isolated structure in a non-equilibrium geometry, from the OMol25 dataset.

```
46
Properties=species:S:1:pos:R:3:forces:R:3
P 2.528 1.386 1.060 -0.44 0.04 -0.20
H 2.383 3.128 -0.611 -0.20 0.06 0.10
H -2.973 -3.008 0.416 -0.44 0.37 -0.04
P -2.734 -0.659 0.200 1.02 -0.34 -0.91
H 4.846 0.762 0.897 0.07 0.32 -0.11
H -1.141 -3.608 2.027 0.34 0.23 -0.37
C 2.504 2.437 2.548 0.19 -0.18 0.60
H -4.435 -2.276 -0.377 0.24 0.05 0.13
H 2.398 1.799 3.436 -0.01 0.27 -0.17
H 4.627 2.548 0.804 0.19 -0.18 -0.23
C 1.645 2.489 -0.111 -0.12 -0.04 -0.36
H 3.167 -0.957 1.409 0.44 -0.03 -0.04
H -1.427 0.065 -3.759 0.13 0.27 0.14
H -2.081 -1.517 -1.994 -0.27 0.58 0.47
Yb 1.002 -1.115 0.930 -1.06 0.20 -0.34
H -4.043 0.997 1.318 -0.07 0.02 -0.26
H -3.445 1.577 -0.271 -0.10 -0.21 0.17
H -4.204 -2.136 1.387 0.12 0.03 -0.22
H 0.992 3.139 0.492 0.04 -0.28 -0.31
C -1.814 -0.728 -1.269 -0.05 -1.38 0.37
H 1.651 3.123 2.511 0.22 -0.23 0.10
H 3.444 2.998 2.610 -0.25 0.04 0.10
O -1.083 -3.570 1.052 0.18 0.15 0.55
C -3.687 -2.170 0.419 -0.11 -0.17 -0.02
O 0.858 -1.929 3.019 0.61 -1.44 -0.93
O 0.012 0.072 2.527 -0.18 0.07 -0.69
C 0.016 1.656 -3.431 -0.06 -0.57 0.03
H 0.019 2.021 -4.458 -0.03 -0.11 0.22
C -0.765 0.578 -3.061 0.15 0.20 0.07
H 3.190 -1.669 1.635 0.16 -0.36 0.17
H 4.285 1.504 -0.622 0.01 -0.01 0.21
H -0.952 -4.480 0.781 0.09 -0.28 -0.11
C -3.876 0.724 0.266 -0.31 0.38 0.32
C 4.245 1.577 0.471 0.25 -0.06 0.08
H 1.417 3.148 -2.678 -0.26 -0.10 -0.07
C 0.834 1.757 -1.165 0.26 0.46 -0.78
H -0.687 -4.342 -4.609 0.00 0.15 0.07
C -0.795 0.167 -1.699 0.73 0.51 -0.11
H -1.946 -0.536 1.358 -0.03 0.15 0.11
N 0.165 0.646 -0.822 -1.32 0.06 -0.02
O 0.032 -0.659 4.639 -0.75 0.35 2.81
N 0.297 -0.842 3.471 0.08 0.93 -1.12
O -0.686 -3.495 -4.146 0.64 -0.03 0.10
H 0.254 -3.325 -3.946 -0.65 -0.09 -0.15
H -4.830 0.440 -0.198 0.26 0.12 0.05
C 0.794 2.283 -2.458 0.33 0.09 0.59
```
Forces are in eV/Å.

## Properties
highest occupied orbital energy (spin up / spin down) = -3.3 / -6.6 eV
spin multiplicity = 2
<S²> = 0.7551